Molecular formula: C19H45N4O5P
Method: DFT, ωB97M-V/def2-TZVPD

Structure (ORCA input):
```
! wB97M-V def2-TZVPD RIJCOSX def2/J DEFGRID3
* xyz 0 1
C -3.451 -2.323 -1.785
C -2.770 -1.099 -2.456
C -1.332 -0.944 -1.925
C -0.420 -2.087 -2.401
N 0.265 -2.772 -1.302
C 1.334 -3.693 -1.761
C 1.007 -4.455 -3.033
C -0.198 -5.411 -2.881
C 0.913 -1.821 -0.464
O 1.510 -0.853 -0.897
O 0.831 -2.106 0.839
C 1.602 -1.187 1.651
O 1.600 -1.633 2.954
C 0.318 -1.507 3.582
C -0.260 -2.922 3.775
O 0.759 -3.734 4.321
C 0.965 -4.968 3.655
C 0.943 -6.101 4.688
H -3.575 -3.139 -2.496
H -4.432 -2.048 -1.399
H -2.856 -2.668 -0.940
H -2.800 -1.140 -3.543
H -3.311 -0.221 -2.099
H -1.418 -0.882 -0.837
H -0.965 0.012 -2.298
H 0.330 -1.671 -3.086
H -1.045 -2.777 -2.966
H 1.458 -4.446 -0.975
H 2.314 -3.209 -1.849
H 0.917 -3.816 -3.910
H 1.875 -5.086 -3.235
H 0.145 -6.436 -3.038
H -0.967 -5.243 -3.633
H -0.605 -5.393 -1.871
H 1.106 -0.214 1.587
H 2.636 -1.123 1.329
H 0.498 -1.020 4.538
H -0.381 -0.956 2.948
H -0.599 -3.248 2.792
H -1.077 -2.881 4.503
H 1.957 -4.939 3.196
H 0.195 -5.200 2.917
H 1.634 -5.889 5.501
H 1.192 -7.038 4.192
H -0.069 -6.140 5.092
O -0.634 4.431 -2.352
P 0.149 4.797 -1.112
N 0.131 3.291 -0.275
C -0.838 2.790 0.673
C 0.880 2.214 -0.916
N -0.910 6.047 -0.518
C -1.946 5.816 0.472
C -1.456 6.881 -1.589
N 1.471 5.430 -0.103
C 2.759 5.534 -0.795
C 1.654 5.082 1.279
H -0.332 2.143 1.401
H -1.641 2.210 0.196
H -1.299 3.576 1.264
H 1.860 2.089 -0.438
H 1.050 2.416 -1.977
H 0.354 1.265 -0.859
H -2.637 5.011 0.185
H -2.534 6.724 0.613
H -1.526 5.600 1.457
H -2.320 6.417 -2.080
H -0.704 7.074 -2.354
H -1.761 7.848 -1.185
H 3.263 4.561 -0.886
H 3.429 6.222 -0.273
H 2.615 5.930 -1.805
H 2.124 4.097 1.416
H 0.721 5.099 1.840
H 2.302 5.833 1.738
*
```

Values from the calculation:
- Electronic energy: -45916.330 eV
- Structure (SMILES): CCCCN(CCC)C(=O)OCOCCOCC.CN(C)P(=O)(N(C)C)N(C)C
- HOMO level: -7.8 eV